No. 1
Molecular formula: C6H13NO
Method: DFT, ωB97M-V/def2-TZVPD

Structure (ORCA input):
```
! wB97M-V def2-TZVPD RIJCOSX def2/J DEFGRID3
* xyz 0 1
O 1.233 -1.526 -2.149
C 1.027 -1.331 -0.933
C 1.645 -0.395 -0.119
C 0.970 0.084 1.104
C 0.749 1.691 1.106
C -0.473 2.116 1.466
C -2.068 0.438 -0.625
N -2.606 0.082 0.681
H 0.228 -1.939 -0.380
H 2.418 0.255 -0.552
H 1.079 -4.278 -1.618
H -0.050 -0.358 1.087
H 1.436 -0.264 2.042
H 1.361 -4.936 -1.376
H 1.305 2.294 0.394
H -0.901 3.168 1.565
H -1.182 1.260 1.576
H -1.478 1.332 -0.517
H -2.904 0.676 -1.359
H -2.668 -0.922 0.647
H -1.367 -0.270 -1.084
*
```

As for the total energy: -9961.238 eV.

Quick look at the Löwdin charges, all values in e: -0.016, -0.361, -0.004, -0.183, -0.141, -0.040, -0.225, 0.044, 0.128, 0.126, 0.009, 0.081, 0.130, 0.029, 0.089, 0.091, 0.016, 0.037, 0.119, 0.012, 0.058


No. 2
Molecular formula: C6H13NO
Method: DFT, ωB97M-V/def2-TZVPD

Structure (ORCA input):
```
! wB97M-V def2-TZVPD RIJCOSX def2/J DEFGRID3
* xyz 0 1
C -2.422 1.568 -1.937
C -1.439 0.890 -0.970
C -0.197 1.321 -0.781
C 0.733 0.599 0.069
C 0.971 -0.715 -0.038
N 1.733 -1.443 0.869
C 1.828 -2.889 0.642
H -1.898 1.871 -2.860
H -3.161 0.843 -2.285
H -2.811 2.507 -1.539
H -1.928 0.119 -0.384
H 0.163 1.997 -1.557
H 1.317 0.987 0.910
H 0.589 -1.284 -0.885
H 2.581 -1.018 1.212
H 1.664 -3.108 -0.412
H 0.992 -3.405 1.158
H 2.671 -3.272 1.205
O -0.638 1.779 2.653
H -0.504 1.591 1.740
H -0.243 1.063 3.193
*
```

As for the total energy: -9968.462 eV. The structure (SMILES) is C/C=C/C=C/NC.O.

Quick look at the Löwdin charges, all values in e: -0.101, -0.152, -0.156, -0.159, -0.166, -0.099, -0.111, 0.068, 0.064, 0.073, 0.106, 0.110, 0.104, 0.121, 0.118, 0.071, 0.077, 0.076, -0.059, -0.040, 0.054


No. 3
Molecular formula: C6H13NO
Method: DFT, ωB97M-V/def2-TZVPD

Structure (ORCA input):
```
! wB97M-V def2-TZVPD RIJCOSX def2/J DEFGRID3
* xyz 0 1
C 0.733 0.817 -1.855
N 0.451 0.843 -0.369
C 1.672 0.341 0.328
C 1.713 -1.142 0.047
C 0.259 -1.523 0.362
C -0.526 -0.244 0.002
C -1.485 0.258 1.099
O -2.723 0.540 0.458
H 0.046 0.172 -2.383
H 0.621 1.865 -2.122
H 1.788 0.647 -2.047
H 1.482 0.542 1.394
H 2.504 1.024 0.149
H 1.942 -1.240 -1.017
H 2.370 -1.807 0.611
H -0.056 -2.341 -0.256
H 0.097 -1.765 1.411
H -1.132 -0.353 -0.896
H -1.141 1.167 1.598
H -1.511 -0.549 1.841
H -3.227 1.192 0.956
*
```

As for the total energy: -9969.136 eV. The structure (SMILES) is CN1CCC[C@H]1CO.

Quick look at the Löwdin charges, all values in e: -0.071, -0.141, -0.216, -0.172, -0.130, -0.296, -0.213, -0.064, 0.078, 0.074, 0.071, 0.116, 0.115, 0.098, 0.110, 0.104, 0.104, 0.125, 0.120, 0.104, 0.084


No. 4
Molecular formula: C6H13NO
Method: DFT, ωB97M-V/def2-TZVPD

Structure (ORCA input):
```
! wB97M-V def2-TZVPD RIJCOSX def2/J DEFGRID3
* xyz 0 1
C 1.285 -0.651 -2.094
C 0.469 0.304 -1.175
C 0.074 -0.354 0.152
C 1.272 -0.821 0.991
C -0.822 0.580 1.035
N -1.739 -0.214 1.781
C -1.466 1.699 0.201
O -2.563 1.674 -0.288
H 1.194 -1.694 -1.772
H 2.328 -0.371 -2.100
H 0.837 -0.651 -3.088
H -0.441 0.558 -1.717
H 1.092 1.178 -1.007
H -0.601 -1.157 -0.144
H 1.003 -1.811 1.349
H 1.402 -0.292 1.926
H 2.193 -0.947 0.425
H -0.186 1.177 1.705
H -2.040 -1.087 1.387
H -2.462 0.272 2.281
H -0.831 2.609 0.153
*
```

As for the total energy: -9969.601 eV. The structure (SMILES) is CC[C@@H](C)[C@H](N)C=O.

Quick look at the Löwdin charges, all values in e: -0.093, -0.226, -0.328, -0.051, -0.364, 0.062, -0.251, 0.062, 0.074, 0.064, 0.068, 0.103, 0.113, 0.134, 0.075, 0.074, 0.073, 0.131, 0.076, 0.082, 0.124


No. 5
Molecular formula: C6H13NO
Method: DFT, ωB97M-V/def2-TZVPD

Structure (ORCA input):
```
! wB97M-V def2-TZVPD RIJCOSX def2/J DEFGRID3
* xyz 0 1
C 1.620 0.202 1.477
C 1.398 -0.780 0.371
C 1.265 -2.216 0.781
N 1.377 -0.351 -0.823
H 1.613 1.217 1.090
H 0.842 0.091 2.228
H 2.580 0.005 1.951
H 0.273 -2.351 1.212
H 1.999 -2.474 1.543
H 1.364 -2.888 -0.069
H 1.286 -1.074 -1.533
C -0.748 1.625 -1.441
C -1.807 1.213 -2.123
H 0.132 0.905 -1.232
H -0.624 2.671 -1.197
H -2.608 1.879 -2.409
H -1.933 0.175 -2.393
C -1.977 0.548 0.582
O -1.467 -0.506 0.887
H -1.597 1.513 0.950
H -2.989 0.597 0.148
*
```

As for the total energy: -9968.067 eV. The structure (SMILES) is CC(C)=N.C=C.C=O.

Quick look at the Löwdin charges, all values in e: -0.053, -0.490, -0.043, 0.097, 0.077, 0.077, 0.081, 0.074, 0.079, 0.076, 0.069, -0.114, -0.096, 0.037, 0.059, 0.052, 0.058, -0.185, -0.029, 0.087, 0.084


No. 6
Molecular formula: C6H13NO
Method: DFT, ωB97M-V/def2-TZVPD

Structure (ORCA input):
```
! wB97M-V def2-TZVPD RIJCOSX def2/J DEFGRID3
* xyz 0 1
C 2.177 -0.815 -1.217
C 1.035 -0.873 -1.922
N -0.094 -0.043 -2.076
C -1.340 -0.495 -1.324
C -1.463 -0.206 0.146
C -0.483 -0.446 1.013
C -0.585 0.068 2.485
H 2.327 -0.147 -0.379
H 2.935 -1.544 -1.477
H 0.831 -1.759 -2.522
H 0.061 0.935 -1.881
H -2.094 0.053 -1.886
H -1.370 -1.588 -1.377
H -2.342 0.256 0.596
H 0.446 -0.952 0.846
H 0.394 -0.117 2.916
H -0.923 1.089 2.581
H -1.214 -0.658 3.004
O 0.708 2.109 0.676
H -0.220 2.307 0.775
H 1.215 2.824 1.021
*
```

As for the total energy: -9968.022 eV. The structure (SMILES) is C=CNC/C=C/C.O.

Quick look at the Löwdin charges, all values in e: -0.002, -0.268, -0.042, -0.191, -0.134, -0.161, -0.098, 0.041, 0.043, 0.098, 0.097, 0.102, 0.115, 0.106, 0.080, 0.062, 0.056, 0.068, -0.033, 0.030, 0.031


No. 7
Molecular formula: C6H13NO
Method: DFT, ωB97M-V/def2-TZVPD

Structure (ORCA input):
```
! wB97M-V def2-TZVPD RIJCOSX def2/J DEFGRID3
* xyz 0 1
C -0.642 1.765 1.690
C -0.714 0.283 2.076
C -1.253 -0.651 0.927
C -0.482 -0.469 -0.499
C 1.121 -0.235 -0.440
N 1.614 -0.778 -1.676
C 1.121 -0.633 -2.934
O 1.681 -1.282 -3.842
H -1.383 2.106 0.962
H -0.608 2.637 2.366
H 0.399 1.983 1.192
H -1.415 0.217 2.920
H 0.391 -0.115 2.158
H -2.362 -0.416 0.898
H -1.233 -1.759 1.225
H -0.541 -1.366 -1.093
H -0.825 0.487 -1.000
H 1.176 0.741 -0.441
H 1.478 -0.838 0.323
H 2.309 -1.615 -1.690
H 0.169 -0.062 -3.122
*
```

As for the total energy: -9968.465 eV. The structure (SMILES) is CCCCCNC=O.

Quick look at the Löwdin charges, all values in e: -0.141, -0.269, -0.202, -0.142, -0.174, -0.015, -0.347, -0.041, 0.064, 0.064, 0.090, 0.097, 0.123, 0.105, 0.114, 0.086, 0.109, 0.043, 0.099, 0.194, 0.144


No. 8
Molecular formula: C6H13NO
Method: DFT, ωB97M-V/def2-TZVPD

Structure (ORCA input):
```
! wB97M-V def2-TZVPD RIJCOSX def2/J DEFGRID3
* xyz 0 1
O 2.765 -0.944 1.597
C 2.053 -0.484 0.673
N 0.801 -1.321 0.281
C -0.289 -0.815 1.139
C -0.766 0.651 0.661
C -1.033 0.772 -0.835
C -2.299 -0.013 -1.394
C 2.450 0.631 -0.187
H 1.081 -2.381 0.392
H -1.172 -1.504 1.098
H 0.218 -0.928 2.191
H -1.686 0.899 1.151
H -0.091 1.490 0.876
H -1.323 1.823 -1.093
H -0.148 0.402 -1.284
H -2.437 0.262 -2.517
H -2.133 -1.113 -1.299
H -3.219 0.234 -0.841
H 1.758 0.698 0.832
H 3.498 0.519 -0.408
H 1.970 1.121 -1.034
*
```

As for the total energy: -9965.869 eV.

Quick look at the Löwdin charges, all values in e: 0.022, -0.568, -0.031, -0.212, -0.196, -0.273, -0.109, 0.071, 0.164, 0.112, 0.133, 0.091, 0.094, 0.114, 0.056, 0.093, 0.063, 0.060, 0.131, 0.098, 0.086


No. 9
Molecular formula: C6H13NO
Method: DFT, ωB97M-V/def2-TZVPD

Structure (ORCA input):
```
! wB97M-V def2-TZVPD RIJCOSX def2/J DEFGRID3
* xyz 1 2
C 1.698 -1.965 2.506
C 1.773 -0.724 1.725
C 1.236 -0.599 0.452
N 1.218 0.552 -0.200
C 0.694 0.619 -1.569
C -1.497 0.965 -2.693
C -0.793 0.895 -1.581
H 2.653 -2.242 2.964
H 0.955 -1.831 3.296
H 1.322 -2.821 1.956
H 2.228 0.146 2.197
H 0.741 -1.417 -0.057
H 1.475 1.407 0.274
H 1.020 -0.274 -2.101
H 1.202 1.451 -2.067
H -1.089 0.925 -3.694
H -2.573 1.090 -2.707
H -1.260 0.961 -0.612
H -2.774 0.533 0.240
H -3.265 0.218 1.678
O -3.557 0.301 0.766
*
```

Its expectation value of S² is 0.76. As for the total energy: -9961.492 eV.

Quick look at the Löwdin charges, all values in e: -0.055, -0.008, -0.049, 0.081, -0.144, 0.053, -0.151, 0.107, 0.110, 0.091, 0.136, 0.160, 0.176, 0.139, 0.141, 0.081, 0.079, 0.072, -0.011, 0.037, -0.045


No. 10
Molecular formula: C6H13NO2
Method: DFT, ωB97M-V/def2-TZVPD

Structure (ORCA input):
```
! wB97M-V def2-TZVPD RIJCOSX def2/J DEFGRID3
* xyz 0 1
H -3.352 0.473 1.996
N -3.299 -0.489 1.670
C -2.726 -0.633 0.560
C -2.138 0.395 -0.307
C -1.864 1.632 0.097
H -2.678 -1.650 0.187
H -1.900 0.082 -1.314
H -2.052 1.958 1.110
H -1.443 2.371 -0.566
C 2.951 -0.395 -0.727
C 1.488 -0.099 -0.382
C 0.946 -1.089 0.645
O 0.671 -0.195 -1.530
O 1.446 1.220 0.111
H 3.544 -0.474 0.174
H 3.345 0.417 -1.329
H 3.016 -1.321 -1.283
H -0.132 -0.980 0.738
H 1.164 -2.108 0.332
H 1.417 -0.900 1.602
H 1.039 0.374 -2.211
H 0.556 1.411 0.429
*
```

As for the total energy: -12016.839 eV. The structure (SMILES) is [H]/N=C\C=C.CC(C)(O)O.

Quick look at the Löwdin charges, all values in e: 0.040, 0.104, -0.283, -0.167, 0.008, 0.100, 0.093, 0.064, 0.068, -0.006, -0.694, 0.007, -0.005, 0.004, 0.086, 0.085, 0.087, 0.057, 0.093, 0.093, 0.103, 0.065


Repeat the eighth record exactly.
Molecular formula: C6H13NO
Method: DFT, ωB97M-V/def2-TZVPD

Structure (ORCA input):
```
! wB97M-V def2-TZVPD RIJCOSX def2/J DEFGRID3
* xyz 0 1
O 2.765 -0.944 1.597
C 2.053 -0.484 0.673
N 0.801 -1.321 0.281
C -0.289 -0.815 1.139
C -0.766 0.651 0.661
C -1.033 0.772 -0.835
C -2.299 -0.013 -1.394
C 2.450 0.631 -0.187
H 1.081 -2.381 0.392
H -1.172 -1.504 1.098
H 0.218 -0.928 2.191
H -1.686 0.899 1.151
H -0.091 1.490 0.876
H -1.323 1.823 -1.093
H -0.148 0.402 -1.284
H -2.437 0.262 -2.517
H -2.133 -1.113 -1.299
H -3.219 0.234 -0.841
H 1.758 0.698 0.832
H 3.498 0.519 -0.408
H 1.970 1.121 -1.034
*
```

As for the total energy: -9965.869 eV.

Quick look at the Löwdin charges, all values in e: 0.022, -0.568, -0.031, -0.212, -0.196, -0.273, -0.109, 0.071, 0.164, 0.112, 0.133, 0.091, 0.094, 0.114, 0.056, 0.093, 0.063, 0.060, 0.131, 0.098, 0.086